(1)
50
Properties=species:S:1:pos:R:3:forces:R:3 method="wB97M-V/def2-TZVPD" orbital_gap_ev=4.25 e_lumo_ha=-0.138 homo_energy_ev=-8.02 energy_ha=-8445.63783 charge=0
Na -2.00339 -4.06268 0.63221 -0.24 -0.47 0.29
Na 0.80650 -0.28817 -2.07146 0.27 0.76 -0.78
Na 0.50539 -2.60598 -0.19010 0.57 -0.20 0.53
K -4.85965 0.57009 -1.58200 0.22 0.52 -0.11
K -3.54600 1.05223 4.29950 0.32 0.24 -0.16
N 6.89495 2.19038 0.62081 -1.21 0.68 -2.71
S 5.77099 2.84567 -0.43490 -5.86 -1.50 0.73
O 5.82396 2.39288 -1.82815 0.47 1.32 1.99
O 5.04219 4.05277 -0.01906 2.18 -1.11 -1.70
F 4.71582 1.85505 0.20293 -1.40 -1.71 -0.19
S 7.91142 3.24839 0.16319 8.24 3.15 1.93
O 7.57972 4.56937 0.59807 -0.72 0.75 -1.06
O 8.71193 3.13509 -1.05813 -1.87 -0.56 1.38
F 9.03039 3.00343 1.32527 -0.02 -1.17 -0.43
N 0.21334 -4.10892 1.59078 -2.06 5.68 1.71
S 0.84310 -5.37292 2.07283 4.65 -10.86 -0.81
O -0.00068 -6.18144 2.94375 1.23 1.52 -1.25
O 2.29552 -5.39930 2.20428 -2.55 0.98 0.76
F 0.75180 -6.13758 0.63185 -0.73 0.50 0.58
S 0.34673 -3.32039 3.12636 1.43 4.43 3.52
O 1.65850 -2.69254 3.39249 -3.26 -1.98 -1.44
O -0.35244 -3.89289 4.28056 0.78 1.15 -3.16
F -0.54847 -2.00791 2.63673 0.26 -1.39 0.19
N -1.20568 -3.58606 -1.53232 2.61 -2.46 -0.71
S -2.15949 -3.01343 -2.55136 -7.69 6.17 -3.07
O -3.35057 -3.82337 -2.85667 3.10 1.11 -0.26
O -1.58391 -2.05408 -3.50725 -0.75 -1.92 1.62
F -2.91411 -1.97873 -1.53246 0.31 0.40 0.53
S -0.73754 -4.76687 -2.71637 4.94 -6.58 -0.10
O -0.10086 -4.36874 -3.95891 -1.56 0.70 2.26
O -1.53158 -5.96200 -2.69406 -0.25 1.89 0.10
F 0.52175 -5.28871 -1.83520 -0.59 1.29 -0.33
N -0.10646 -0.14084 0.05394 -4.57 -0.76 0.87
S 0.59468 1.05517 0.69763 9.54 7.18 2.50
O 1.16883 0.86083 2.01118 -1.95 -0.28 -1.44
O 0.20552 2.41925 0.30813 -0.92 -3.33 0.63
F 1.92955 0.86487 -0.19062 -0.18 -0.48 -0.86
S -1.55890 0.33124 0.80703 -6.52 -0.09 -0.81
O -2.55742 1.01835 -0.06427 3.23 -1.74 1.75
O -1.67779 0.63919 2.23385 1.19 0.05 -2.14
F -2.11748 -1.13743 0.84620 -0.41 -1.28 -0.40
N -5.21030 5.38264 -0.04307 3.04 -4.14 1.37
S -4.84940 5.97022 -1.39388 -2.73 7.27 -7.51
O -4.97905 5.15925 -2.60863 0.99 -0.15 1.95
O -3.93196 7.10138 -1.50013 -0.61 -2.25 0.94
F -6.27628 6.75483 -1.50075 0.22 0.01 0.22
S -3.97669 4.21481 -0.16279 0.98 0.61 1.76
O -2.61829 4.77459 -0.13920 -2.87 -1.78 -0.09
O -4.27592 3.06316 -0.99965 0.28 0.49 0.81
F -4.29208 3.66593 1.29167 0.45 -0.62 0.59

=====

(2)
16
Properties=species:S:1:pos:R:3:forces:R:3 method="wB97M-V/def2-TZVPD" orbital_gap_ev="8.16 / 8.09" e_lumo_ha="0.019 / 0.021" homo_energy_ev="-7.63 / -7.52" energy_ha=-308.74033 charge=0
C 1.77130 1.17469 0.02516 0.73 0.02 -0.27
O 0.48633 1.11933 0.20545 -0.31 0.44 0.73
C -0.41998 0.54544 -0.52796 -0.45 -0.34 -0.59
C 0.89735 -2.12857 0.53822 0.05 -0.02 0.01
C -1.82938 0.64530 -0.07830 0.19 -0.36 0.20
O -2.60565 1.60649 -0.78881 0.06 0.32 -0.01
H 2.19798 0.75793 -0.88079 -0.03 0.07 0.12
H 2.32053 1.71236 0.78138 -0.06 -0.07 -0.11
H 1.42526 -1.16842 0.55763 -0.10 -0.24 0.01
H -0.10100 0.09891 -1.46648 -0.08 0.05 0.11
H 1.57693 -2.91017 0.88606 -0.11 0.08 -0.04
H 0.57161 -2.35709 -0.47978 0.06 0.02 0.15
H 0.02422 -2.08275 1.19358 0.13 -0.02 -0.09
H -2.34623 -0.30605 -0.24219 0.08 0.11 0.01
H -1.83677 0.84643 1.00397 0.00 0.01 -0.17
H -2.13249 2.44617 -0.72716 -0.15 -0.07 -0.07

=====

(3)
17
Properties=species:S:1:pos:R:3:forces:R:3 method="wB97M-V/def2-TZVPD" orbital_gap_ev=10.32 e_lumo_ha=-0.151 homo_energy_ev=-14.45 energy_ha=-268.18832 charge=+1
C -1.04025 1.97037 -0.19351 -0.28 1.71 -0.37
C 0.42531 1.03632 -1.93677 -2.85 -2.84 -0.56
C -0.50483 -1.26948 1.90278 -1.21 2.38 -0.08
C 1.43268 -1.48641 0.48911 -0.04 2.53 0.84
N -0.27476 1.09500 -0.66588 0.13 -0.03 0.55
N 0.44504 -0.80524 0.95244 1.28 -1.54 -2.29
H -1.28399 2.81792 -0.81395 -0.12 0.22 -0.34
H 0.39464 -0.08626 -2.12116 0.19 1.50 -0.56
H 0.02620 1.61244 -2.75354 -0.59 0.14 -0.08
H 1.39381 1.30233 -1.80721 3.06 0.84 0.67
H -1.54076 -1.25321 1.48212 0.81 0.09 0.07
H -0.47298 -0.43534 2.64526 -0.28 -1.25 0.23
H -0.31225 -2.24022 2.21059 0.42 -1.69 1.26
H 1.99411 -2.32413 0.78506 -0.68 -2.04 1.21
H -1.43472 2.08291 0.82435 0.31 -1.08 -0.25
H 2.12705 -0.98571 -0.15452 -0.19 0.83 -1.04
H 0.01091 0.25391 -0.03686 0.05 0.22 0.74

=====

(4)
16
Properties=species:S:1:pos:R:3:forces:R:3 method="wB97M-V/def2-TZVPD" orbital_gap_ev=7.62 e_lumo_ha=0.131 homo_energy_ev=-4.04 energy_ha=-437.72173 smiles="C[C@@H](O)CNC(=O)[O-]" charge=-1
C -0.93027 -0.25913 0.27692 2.64 0.92 2.15
C -0.29803 1.23589 0.12946 -0.53 -3.30 -2.24
C 1.00953 1.00201 -0.75932 -1.96 2.93 -0.71
O -1.19386 2.03531 -0.63112 -0.73 0.58 -0.02
N -0.02096 -1.15309 1.08869 -1.24 1.82 -0.57
C 0.62053 -2.21627 0.31591 -0.81 1.89 2.78
O 1.58997 -2.69275 0.89461 1.47 -1.22 -0.12
O -0.02256 -2.42289 -0.69208 0.02 -1.79 -2.78
H -1.91148 -0.36026 0.72322 -0.64 0.79 -0.03
H -0.90252 -0.65043 -0.71401 -0.36 -0.40 -0.49
H -0.10128 1.64525 1.11178 0.28 0.44 0.13
H 1.68407 0.59834 -0.07585 1.82 -0.55 0.55
H 1.30359 1.94591 -1.34218 0.08 -0.57 1.77
H 0.89681 0.41243 -1.65743 -0.72 -1.13 0.39
H -2.09365 1.66138 -0.63560 0.75 0.01 0.25
H 0.37013 -0.78171 1.96699 -0.07 -0.41 -1.05

=====

(5)
8
Properties=species:S:1:pos:R:3:forces:R:3 method="wB97M-V/def2-TZVPD" orbital_gap_ev=8.87 e_lumo_ha=-0.019 homo_energy_ev=-9.38 energy_ha=-811.83891 charge=0
C -0.12724 -0.70309 -0.15922 -0.63 1.10 0.28
C 0.55385 -1.76552 -1.05651 0.13 1.07 1.32
C 0.05764 0.66216 0.65983 1.92 -1.37 -0.41
S -0.48938 -0.81002 -1.95424 0.02 0.43 0.47
I 1.37621 1.94181 -0.35634 0.26 0.64 -0.21
H -0.96192 -0.95432 0.44727 -0.92 -1.83 0.02
H 0.52205 0.53307 1.69519 -0.83 -0.26 -1.50
H -0.93122 1.09590 0.72402 0.04 0.23 0.04

=====

(6)
49
Properties=species:S:1:pos:R:3:forces:R:3 method="wB97M-V/def2-TZVPD" orbital_gap_ev=6.69 e_lumo_ha=-0.133 homo_energy_ev=-10.30 energy_ha=-2452.30650 charge=+1
Ir -0.39382 -0.81333 -0.15478 -0.58 -1.00 1.06
C 4.92862 -0.74746 1.13775 -0.10 -0.01 0.00
N 3.65536 -1.20513 0.58217 0.14 -0.14 -0.03
C 3.47160 -2.35544 -0.13969 0.04 0.05 0.07
C 2.15053 -2.41534 -0.46311 0.01 -0.08 0.09
N 1.53789 -1.31154 0.06622 0.52 0.21 -0.77
C 2.46068 -0.58522 0.68353 0.21 -0.30 0.17
P 2.13187 0.96703 1.54332 0.10 0.10 0.14
C 1.24653 1.68610 0.14904 -0.06 0.42 0.00
N 0.24328 1.08128 -0.46963 0.53 0.13 -0.63
C -0.18167 1.90139 -1.47861 -0.09 0.06 0.04
C 0.57589 3.03346 -1.45019 0.05 0.00 0.08
N 1.47165 2.88917 -0.42281 -0.07 0.14 -0.09
C 2.47125 3.87832 -0.02264 -0.06 -0.09 0.01
C 0.64973 0.40644 2.42801 -0.02 -0.03 0.16
N -0.35403 -0.26455 1.87699 -0.16 0.03 0.31
C -1.29220 -0.46924 2.85000 0.09 0.00 0.02
C -0.83706 0.08346 4.01082 0.04 0.03 -0.02
N 0.38472 0.63289 3.73569 0.00 0.00 0.11
C 1.24162 1.32158 4.69950 -0.02 -0.02 -0.09
H 5.69588 -1.46482 0.86506 0.00 -0.01 -0.01
H 5.19247 0.22570 0.73077 0.00 0.01 -0.03
H 4.87096 -0.68495 2.22182 -0.01 -0.02 0.01
H 4.28162 -3.02855 -0.36164 0.00 0.03 0.02
H 1.60460 -3.16011 -1.01632 0.00 0.06 -0.01
H -0.99029 1.62905 -2.13491 0.05 -0.04 0.00
H 0.55052 3.91374 -2.06888 0.02 -0.01 0.02
H 2.38559 4.73494 -0.68324 0.00 0.01 -0.01
H 2.29879 4.20166 1.00123 -0.02 0.01 0.01
H 3.47276 3.46323 -0.10895 0.01 -0.01 -0.02
H -2.21105 -0.99387 2.65276 0.01 0.04 0.00
H -1.27806 0.13241 4.99149 0.03 0.00 -0.01
H 0.74420 1.31516 5.66391 -0.01 0.00 0.01
H 2.19742 0.81123 4.79138 0.00 -0.03 0.00
H 1.40857 2.35183 4.39387 -0.02 0.02 0.00
S -0.46894 -1.48340 -2.34953 -0.18 0.67 -0.55
C -2.22531 -1.52312 -2.54218 0.39 -0.24 0.11
C -2.84687 -1.24920 -3.74673 -0.01 -0.08 -0.20
C -4.23533 -1.28935 -3.84741 0.06 0.04 -0.16
C -4.86376 -0.94240 -5.09717 0.00 -0.03 0.14
N -5.35967 -0.64568 -6.08974 0.06 -0.02 0.03
C -5.00075 -1.63381 -2.73112 -0.20 0.01 0.09
C -4.36745 -1.92407 -1.52436 -0.12 -0.12 0.11
C -2.99272 -1.84857 -1.42570 0.10 -0.47 0.16
S -2.18317 -2.12064 0.15205 -0.83 0.65 -0.33
C -6.43998 -1.65785 -2.79631 0.13 0.03 -0.02
N -7.58824 -1.66231 -2.82891 0.06 -0.03 0.02
H -2.25262 -0.98980 -4.61310 -0.03 0.01 0.00
H -4.96161 -2.19034 -0.65969 -0.02 0.01 -0.03